No. 1
This record from the OMol25 dataset describes C21H26ClOP2Sm as an isolated structure. The level of theory is wB97M-V/def2-TZVPD.

Element x y z (Å)
Sm 0.11 0.77 2.21
Cl 0.05 2.08 4.38
P 0.07 0.82 -0.51
C -1.31 -0.02 -1.29
C -1.14 -0.79 -2.45
C -2.26 -1.34 -3.07
C -3.54 -1.17 -2.52
C -3.69 -0.45 -1.33
C -2.60 0.12 -0.70
C -0.17 2.63 -0.72
C 0.69 3.50 -0.02
C 0.51 4.88 -0.17
C -0.49 5.39 -1.00
C -1.35 4.50 -1.67
C -1.20 3.13 -1.54
C 1.66 0.44 -1.28
C 2.72 -0.06 -0.48
C 3.96 -0.27 -1.08
C 4.16 0.00 -2.44
C 3.10 0.53 -3.21
C 1.86 0.77 -2.62
H 1.49 3.12 0.63
H 1.17 5.56 0.37
H -0.62 6.47 -1.12
H -2.14 4.89 -2.31
H -1.87 2.43 -2.04
H -0.13 -0.93 -2.85
H -2.13 -1.92 -3.99
H -4.41 -1.61 -3.02
H -4.70 -0.33 -0.88
H -2.72 0.68 0.24
H 2.57 -0.29 0.58
H 4.80 -0.65 -0.47
H 5.12 -0.18 -2.91
H 3.24 0.76 -4.27
H 1.03 1.21 -3.20
H -0.06 -5.57 -4.14
H 0.71 -5.54 -4.11
C 0.39 -1.42 5.18
P -0.02 -2.16 3.62
C 0.72 -3.75 3.48
C -1.78 -2.20 3.37
O 0.62 -1.29 2.48
H -0.11 -0.45 5.32
H 1.47 -1.27 5.23
H 0.08 -2.10 5.98
H 0.37 -4.42 4.28
H 0.48 -4.20 2.51
H 1.81 -3.65 3.57
H -2.24 -1.19 3.41
H -2.03 -2.66 2.40
H -2.25 -2.80 4.17

Total charge: +2
⟨S²⟩: 8.77
ΔE to the lowest compared entry with this formula, charge and spin (kJ/mol): 0.0
2S+1: 6
E_HOMO (spin up / spin down) (eV): -14.5 / -14.4

---

No. 2
This record from the OMol25 dataset describes C21H26CrI2N4O8SSi as an isolated structure. The level of theory is wB97M-V/def2-TZVPD.

Element x y z (Å)
Cr 0.82 1.31 -0.30
I 4.86 1.61 1.15
C 4.59 2.02 -0.91
I 2.82 3.13 -1.38
H 4.55 1.10 -1.46
H 5.42 2.65 -1.22
C -5.16 1.22 0.81
Si -4.55 0.74 -0.88
C -4.15 -1.08 -0.98
C -5.78 1.16 -2.22
C -3.02 1.83 -1.21
C -3.18 3.06 -1.84
C -2.11 3.93 -2.06
C -0.87 3.55 -1.63
N -0.68 2.37 -1.02
C -1.72 1.53 -0.80
S -1.15 0.11 0.05
H -5.93 0.53 1.16
H -5.59 2.22 0.80
H -4.34 1.21 1.53
H -5.09 -1.64 -1.10
H -3.66 -1.45 -0.07
H -3.51 -1.32 -1.83
H -6.65 0.50 -2.13
H -5.35 1.00 -3.21
H -6.14 2.18 -2.15
H -4.16 3.35 -2.19
H -2.25 4.89 -2.54
H 0.00 4.18 -1.77
O 1.27 0.06 -1.87
C 1.92 -0.67 -1.07
O 2.12 -0.23 0.11
C 2.43 -2.00 -1.48
C 2.22 -2.46 -2.77
C 2.68 -3.71 -3.10
C 3.33 -4.53 -2.20
C 3.53 -4.03 -0.93
C 3.09 -2.78 -0.55
N 4.22 -4.88 0.07
O 4.62 -5.96 -0.30
O 4.35 -4.42 1.19
N 2.47 -4.21 -4.48
O 2.04 -3.42 -5.29
O 2.73 -5.38 -4.69
H 1.70 -1.85 -3.50
H 3.67 -5.51 -2.48
H 3.26 -2.42 0.46
O -1.14 2.78 2.17
C -0.06 2.29 2.36
O 0.93 2.13 1.50
C 0.26 1.68 3.73
N 1.70 1.22 3.73
C 1.72 -0.28 3.81
C 0.42 -0.61 4.54
C -0.57 0.40 3.95
H 0.10 2.41 4.51
H 2.24 1.65 4.48
H 2.07 1.54 2.81
H 2.62 -0.62 4.31
H 1.71 -0.66 2.79
H 0.54 -0.44 5.62
H 0.12 -1.64 4.39
H -1.42 0.58 4.59
H -0.94 0.04 2.99

Total charge: +1
⟨S²⟩: 3.81
ΔE to the lowest compared entry with this formula, charge and spin (kJ/mol): 0.0
2S+1: 4
E_HOMO (spin up / spin down) (eV): -11.0 / -11.2

---

No. 3
This record from the OMol25 dataset describes C21H26F6HfIN3OS4 as an isolated structure. The level of theory is wB97M-V/def2-TZVPD.

Element x y z (Å)
Hf -0.10 0.35 -0.04
C -3.11 -0.76 -1.97
C -3.89 0.42 -1.34
S -2.76 1.53 -0.49
C -3.50 1.88 1.11
C -2.93 1.26 2.32
S -1.76 -0.16 1.89
C -2.98 -1.44 1.43
C -2.51 -2.41 0.37
S -1.72 -1.49 -1.03
H -2.55 -0.36 -2.84
H -3.81 -1.56 -2.22
H -4.62 0.11 -0.58
H -4.43 1.06 -2.04
H -4.60 1.83 0.94
H -3.31 2.93 1.25
H -3.70 0.74 3.03
H -2.18 1.89 2.79
H -3.81 -0.85 1.00
H -3.28 -1.94 2.37
H -3.26 -3.10 -0.01
H -1.59 -2.95 0.62
I 1.60 -0.84 4.41
C 1.52 -2.31 2.98
C 1.43 -3.67 3.38
C 1.97 -4.72 2.60
C 2.48 -4.41 1.37
C 2.21 -3.15 0.76
C 2.51 -3.02 -0.63
C 2.39 -1.77 -1.19
C 2.01 -0.61 -0.43
C 1.47 -0.79 0.84
C 1.70 -2.01 1.52
H 1.00 -3.91 4.29
H 1.91 -5.74 3.02
H 2.95 -5.17 0.66
H 2.91 -3.87 -1.24
H 2.65 -1.56 -2.26
H 2.21 0.33 -0.88
N 0.61 -1.63 -4.38
N 1.46 -0.53 -4.44
C 1.18 0.61 -3.75
N 2.01 1.65 -3.97
S -0.19 0.86 -2.77
H -0.24 -1.35 -4.90
H 0.31 -1.70 -3.43
H 2.03 -0.52 -5.24
H 2.94 1.48 -4.37
H 1.92 2.37 -3.26
C 0.39 4.42 0.45
C 1.16 3.23 0.93
O 0.52 1.96 0.71
C 1.35 3.26 2.46
F 2.21 4.21 2.96
F 1.74 2.05 2.94
F 0.11 3.54 3.06
C 2.54 3.09 0.29
F 3.36 4.16 0.55
F 2.39 2.95 -1.07
F 3.09 1.92 0.71
H -0.67 4.49 0.78
H 0.40 4.34 -0.65
H 0.92 5.34 0.67

Total charge: +2
ΔE to the lowest compared entry with this formula, charge and spin (kJ/mol): 0.0
E_HOMO (eV): -12.9

---

No. 4
This record from the OMol25 dataset describes one molecule with the formula C21H26FN3O2S. The level of theory is wB97M-V/def2-TZVPD.

Element x y z (Å)
O -1.32 2.30 -1.43
S 0.04 2.00 -1.77
O 1.08 2.44 -0.89
C 0.36 2.66 -3.41
C 1.66 2.74 -3.85
C 1.93 3.20 -5.12
C 0.86 3.56 -5.93
F 1.11 4.01 -7.17
C -0.45 3.49 -5.49
C -0.70 3.03 -4.21
N 0.23 0.36 -2.10
C -1.00 -0.38 -2.18
C -1.63 -0.63 -0.80
C -0.54 -0.52 0.29
N -1.04 -1.01 1.56
C -1.08 -2.45 1.72
C -1.92 -2.78 2.97
N -1.32 -2.19 4.15
C -0.36 -2.89 4.86
C 0.80 -2.29 5.37
C 1.70 -3.01 6.13
C 1.48 -4.35 6.41
C 0.34 -4.96 5.92
C -0.57 -4.24 5.17
C -1.22 -0.76 3.96
C -0.40 -0.40 2.72
C 0.74 -1.19 -0.24
C 1.29 -0.33 -1.39
H 2.46 2.45 -3.18
H 2.93 3.28 -5.50
H -1.25 3.79 -6.15
H -1.70 2.96 -3.82
H -0.77 -1.32 -2.68
H -1.68 0.19 -2.81
H -2.09 -1.61 -0.77
H -2.39 0.12 -0.59
H -0.33 0.55 0.43
H -1.55 -2.89 0.84
H -0.08 -2.88 1.85
H -1.99 -3.87 3.07
H -2.92 -2.37 2.85
H 1.01 -1.26 5.16
H 2.58 -2.52 6.50
H 2.19 -4.91 7.00
H 0.14 -6.00 6.14
H -1.47 -4.74 4.83
H -0.80 -0.30 4.86
H -2.23 -0.38 3.82
H -0.38 0.68 2.59
H 0.64 -0.76 2.85
H 0.52 -2.20 -0.58
H 1.49 -1.25 0.56
H 1.84 -0.95 -2.11
H 1.96 0.44 -1.01

ΔE to the lowest compared entry with this formula, charge and spin (kJ/mol): 278.0
Structure (SMILES): O=S(=O)(c1ccc(F)cc1)N1CCC(N2CCN(c3ccccc3)CC2)CC1
E_HOMO (eV): -7.5